Entry 1:
Molecular formula: C28H38Cl2KN4O9S2Sb
Method: DFT, the ωB97M-V functional and the def2-TZVPD basis

Positions of all 85 atoms, in Å:
K1 -0.235055 -0.080634 0.287985
C1 -1.101725 -5.053458 -1.253890
N1 0.146073 -4.319982 -1.357471
C2 0.898017 -4.170208 -0.116273
C3 0.358738 -3.533197 -2.445342
O1 -0.326379 -3.584194 -3.455701
C4 1.538338 -2.579358 -2.320873
O2 1.592222 -1.736468 -3.448060
C5 1.950251 -0.400533 -3.130185
C6 0.731044 0.516926 -3.052595
O3 0.533948 1.196686 -2.047552
N2 -0.124988 0.532383 -4.098736
C7 0.162229 -0.118515 -5.363789
C8 -1.296838 1.389366 -4.028038
H1 -0.904411 -6.071366 -0.907427
H2 -1.570069 -5.086093 -2.232852
H3 -1.774769 -4.561952 -0.545220
H4 0.785365 -5.089546 0.459044
H5 0.539702 -3.339236 0.494131
H6 1.958716 -4.025531 -0.310445
H7 2.472936 -3.149426 -2.228945
H8 1.443314 -1.999112 -1.397602
H9 2.640274 -0.033577 -3.897179
H10 2.437798 -0.329451 -2.158919
H11 0.602839 -1.098052 -5.202421
H12 0.825230 0.489780 -5.991131
H13 -0.776886 -0.252599 -5.898902
H14 -1.563172 1.573395 -2.992707
H15 -2.135137 0.892068 -4.514788
H16 -1.116074 2.350508 -4.522453
Cl1 -7.690504 -0.563653 2.700226
C9 -6.144146 -0.071575 2.026102
C10 -5.034247 0.043765 2.877069
C11 -3.831081 0.424049 2.363319
Cl2 -2.456725 0.553750 3.416435
C12 -3.597606 0.708114 0.953191
O4 -2.463993 1.019129 0.538045
C13 -4.785662 0.588343 0.140121
C14 -4.804534 0.850538 -1.288741
O5 -3.905633 1.210801 -2.021219
C15 -6.015510 0.196212 0.694403
H17 -5.127620 -0.174789 3.932704
H18 -5.813239 0.664817 -1.733127
H19 -6.875302 0.104502 0.039125
O6 4.399129 0.557412 1.119102
S1 3.512993 -0.647987 1.125482
N3 2.355858 -0.726751 0.231082
O7 -2.562578 -3.210972 1.318112
C16 -1.718399 -2.847084 2.127926
N4 -0.553459 -2.222255 1.846128
S2 0.386574 -2.052825 3.138776
O8 1.502848 -2.969222 3.123616
O9 0.696569 -0.666512 3.401684
C17 -0.805625 -2.636132 4.329803
C18 -0.752039 -2.703114 5.707147
C19 -1.868930 -3.202171 6.368950
C20 -2.991964 -3.620221 5.657480
C21 -3.020992 -3.550749 4.269281
C22 -1.909009 -3.051758 3.617598
H20 0.123096 -2.368316 6.249377
H21 -1.870323 -3.260400 7.451087
H22 -3.853807 -3.995254 6.196879
H23 -3.884739 -3.859285 3.693978
C23 5.309427 5.040803 -0.263555
C24 5.227430 3.518558 -0.254685
Sb1 3.469298 2.556285 -1.118883
C25 2.730205 4.265705 -2.294519
C26 2.009657 5.431843 -1.625752
C27 2.127992 2.815141 0.550782
C28 2.459507 3.926163 1.540745
H24 6.281910 5.396391 0.097151
H25 4.545221 5.484805 0.375654
H26 5.167677 5.448552 -1.267688
H27 5.291200 3.116079 0.757050
H28 6.074756 3.091427 -0.797144
H29 2.054104 3.788150 -3.010399
H30 3.585586 4.622004 -2.879758
H31 1.176388 5.079821 -1.015415
H32 1.597670 6.129880 -2.363659
H33 2.675396 6.000831 -0.975214
H34 2.120835 1.858431 1.072112
H35 1.133506 2.953734 0.118027
H36 3.443303 3.770198 1.988432
H37 1.731730 3.943426 2.357709
H38 2.456274 4.912745 1.076204

Cartesian forces (eV/Å) of the 3 atoms listed first:
0.1 0.3 -0.1
0.0 0.0 0.0
0.0 0.1 -0.1

Calculated values
- largest force on an atom (eV/Å) = 0.4
- relative energy (zero: lowest compared OMol25 entry of this formula, charge and spin) (eV) = 0.005
- charge = -2
- Kohn-Sham gap (eV) = 6.73

Entry 2:
Molecular formula: C6H6
Method: DFT, the ωB97M-V functional and the def2-TZVPD basis

Positions of all 12 atoms, in Å:
C1 -1.238802 0.354357 0.524301
C2 -0.848053 -0.964476 0.502757
C3 0.394509 -1.348277 -0.021767
C4 1.242927 -0.375440 -0.502389
C5 0.842359 0.969273 -0.478634
C6 -0.387900 1.335264 0.013954
H1 -2.201331 0.658710 0.901668
H2 -1.511021 -1.722621 0.892926
H3 0.659804 -2.392938 -0.060551
H4 2.218311 -0.583537 -0.911026
H5 1.546308 1.694876 -0.859432
H6 -0.717111 2.374809 -0.001809

Cartesian forces (eV/Å) of the 3 atoms listed first:
0.2 0.5 -0.3
0.2 -0.6 0.0
-0.5 0.2 0.1

Calculated values
- SMILES = c1ccccc1
- largest force on an atom (eV/Å) = 0.8
- relative energy (zero: lowest compared OMol25 entry of this formula, charge and spin) (eV) = 0.020
- Kohn-Sham gap (eV) = 10.59

Entry 3:
Molecular formula: CF4N2
Method: DFT, the ωB97M-V functional and the def2-TZVPD basis

Positions of all 7 atoms, in Å:
C1 -0.031507 -0.358060 -0.054385
N1 0.886550 0.537830 -0.722661
N2 -0.903160 0.489924 0.728372
F1 0.617860 -1.122159 0.900700
F2 -0.621322 -1.185316 -0.916639
F3 2.040185 0.791540 0.029121
F4 -1.988606 0.846242 0.035490

Cartesian forces (eV/Å) of the 3 atoms listed first:
1.3 -1.5 1.9
1.0 0.8 -0.1
0.2 0.3 0.3

Calculated values
- largest force on an atom (eV/Å) = 2.7
- relative energy (zero: lowest compared OMol25 entry of this formula, charge and spin) (eV) = 1.017
- Kohn-Sham gap (spin up / spin down) (eV) = 10.07 / 9.80